{"formula": "C5H8Cl2Si", "method": "wB97M-V/def2-TZVPD", "homo_lumo_gap_ha": [0.146, 0.123], "multiplicity": 3, "e_tot_ev": -38232.877, "e_homo_ev": [-4.81, -7.61], "lumo_ev": [-0.9, -4.3], "species": ["Cl", "Cl", "Si", "C", "C", "C", "C", "C", "H", "H", "H", "H", "H", "H", "H", "H"], "positions_angstrom": [[-2.162, 1.331, -2.161], [-3.832, 3.214, -0.140], [-2.979, 3.208, -2.018], [0.349, 2.804, 0.141], [0.036, 0.326, -0.211], [-0.325, -0.851, 0.217], [-0.267, -2.131, -0.459], [-0.180, 1.614, 0.397], [-0.141, 3.723, 0.428], [-0.586, -1.972, -1.435], [0.857, 2.952, -0.755], [-0.846, -0.779, 1.097], [-0.749, -2.939, 0.047], [0.766, -2.421, -0.466], [0.752, 0.370, -1.126], [-0.907, 1.610, 1.133]], "mulliken_charge": [-0.120, -0.223, -0.053, -0.927, -0.185, -0.021, -1.125, 0.021, 0.336, 0.334, 0.373, 0.406, 0.343, 0.316, 0.203, 0.323]}